Entry 1:
116
Properties=species:S:1:pos:R:3:forces:R:3 method="wB97M-V/def2-TZVPD" max_force_ev_per_a=8.20 charge=-1 homo_lumo_gap_ev=8.967 energy_ha=-5026.35898
Cd 0.8924 -0.8902 2.6471 3.062 -4.675 3.229
Cd 0.1910 2.5547 -1.0897 -4.158 3.980 -4.530
S 0.4999 0.7326 0.6835 -0.429 -1.657 -2.070
O 1.1353 1.9850 0.4051 5.340 0.376 6.212
O 1.4017 -0.3941 0.8177 3.893 -0.669 -5.177
O -0.1608 0.5651 1.9304 -5.390 4.998 1.835
O -0.3952 0.6385 -0.4542 -2.167 -3.037 -0.451
P 1.3740 2.2018 -3.8039 0.977 1.006 -2.134
F 1.9196 2.4651 -2.2737 2.028 -0.502 -0.978
F 0.7096 3.6928 -3.7430 0.062 -0.138 -0.488
F 2.6918 2.8476 -4.4097 0.353 -0.439 0.307
F 0.8429 1.8765 -5.2894 -1.040 0.827 0.261
F 1.9204 0.6972 -3.8360 0.443 0.063 1.192
F -0.0004 1.7391 -3.0745 -1.090 -1.762 -1.419
P -1.2953 -0.1230 5.3194 -3.927 4.566 1.164
F -1.7834 0.9273 4.2140 -0.402 -1.186 -1.918
F -0.3123 1.1750 5.7017 0.913 -1.898 0.585
F -2.4815 0.5485 6.2537 0.902 -0.503 0.720
F -0.7391 -0.9853 6.4884 0.649 -0.672 0.663
F -2.4294 -1.2239 4.9348 1.019 -0.333 -0.565
F -0.2424 -0.8244 4.2855 -1.554 0.056 2.720
P 1.9888 5.5121 -0.1344 3.314 1.572 0.925
F 2.9903 4.1876 -0.2464 -0.150 1.341 0.637
F 0.9002 4.5374 -0.7584 -1.864 0.406 0.012
F 1.6280 5.1676 1.4089 -0.064 -0.774 -0.439
F 0.9058 6.7005 -0.0454 -0.302 0.061 -0.081
F 3.1947 6.5071 0.4182 -0.746 -0.984 -0.323
F 2.3427 5.9534 -1.6185 0.388 0.096 -0.549
C 2.2806 -1.4150 5.7977 0.704 0.202 1.344
C 2.6248 -0.0174 5.2251 -0.718 -1.408 -0.942
N 2.6283 -0.0754 3.7089 2.459 1.051 0.543
C 3.9193 -0.7721 3.3270 0.246 -0.873 -1.173
C 4.1204 -1.0160 1.8145 0.047 -0.062 -0.009
C 2.8416 1.3302 3.1873 -0.217 1.548 -0.449
C 1.8638 2.4197 3.6773 0.167 -0.186 0.484
H 1.5252 -2.0554 5.3422 0.132 0.505 -0.619
H 1.8758 -1.2750 6.8000 -0.076 0.197 0.094
H 3.1666 -2.0204 5.9897 0.152 -0.088 -0.375
H 1.8946 0.6902 5.6177 0.097 -0.085 -0.472
H 3.6364 0.3024 5.4753 -0.013 -0.014 0.511
H 4.8412 -0.2899 3.6521 -0.342 1.076 0.329
H 4.0865 -1.7341 3.8115 -0.985 -0.240 0.241
H 5.0990 -1.4684 1.6536 0.183 -0.004 0.260
H 3.4220 -1.7266 1.3726 -0.203 0.178 0.099
H 4.1104 -0.1192 1.1950 -0.187 0.024 0.205
H 2.8729 1.4199 2.1015 -0.322 -0.802 -0.087
H 3.8621 1.6222 3.4353 0.127 0.062 0.539
H 0.8686 2.4055 3.2328 -0.114 -0.764 0.385
H 2.1369 3.4477 3.4391 0.895 -0.209 -0.292
H 1.8629 2.3661 4.7660 -0.654 0.271 -0.107
C 0.8844 -3.5741 -6.2697 -0.171 0.491 -0.380
C 0.2598 -2.5736 -5.3169 0.799 0.021 0.256
N -1.1271 -2.9002 -4.9416 0.683 1.619 1.416
C -1.6983 -1.8684 -4.0205 1.167 -0.538 1.483
C -0.9989 -1.8569 -2.6190 -0.281 -0.463 -0.026
C -2.0181 -2.8976 -6.0540 -0.044 -0.778 -1.134
C -3.2720 -3.7114 -5.7814 0.246 -0.466 -0.946
H 1.9381 -3.3383 -6.4190 0.070 -0.051 0.196
H 0.4097 -3.3270 -7.2192 0.149 -0.859 -0.345
H 0.7794 -4.6183 -5.9752 -0.165 0.050 -0.107
H 0.9401 -2.4170 -4.4798 -0.574 -0.543 0.706
H 0.4301 -1.6161 -5.8092 -0.837 0.620 -0.313
H -2.7633 -2.0910 -3.9548 0.117 0.133 0.316
H -1.5786 -0.8617 -4.4209 -0.069 0.190 -0.423
H -1.5108 -1.3939 -1.7754 -0.592 0.537 -0.503
H -0.0350 -1.3482 -2.6314 0.089 -0.157 -0.224
H -0.8813 -2.8638 -2.2186 0.297 -0.342 -0.491
H -2.2258 -1.8919 -6.4194 -0.225 0.415 -0.013
H -1.5157 -3.4004 -6.8804 -0.100 -0.036 -0.096
H -3.7448 -3.9023 -6.7448 -0.444 0.324 -0.046
H -2.9126 -4.7059 -5.5169 -0.256 0.020 0.675
H -4.0001 -3.2933 -5.0863 0.187 -0.160 0.028
C -3.4060 4.6250 -2.8819 -0.154 0.175 -0.352
C -1.9992 4.1039 -2.5442 -0.405 -0.030 -2.203
N -1.8737 3.3503 -1.3054 0.022 1.801 0.090
C -2.9244 2.3684 -1.1943 -0.128 -1.382 -0.062
C -2.9711 1.2107 -2.2171 0.022 0.144 0.511
C -2.0156 4.2973 -0.1696 0.578 0.687 0.725
C -1.3603 3.7753 1.1126 -0.358 0.333 0.193
H -3.3403 5.3345 -3.7068 0.329 0.538 0.350
H -3.8821 5.0752 -2.0109 -0.029 0.286 -0.182
H -4.1287 3.9457 -3.3339 0.197 -0.764 0.475
H -1.6362 3.4878 -3.3668 -0.343 -0.367 -0.001
H -1.3034 4.9354 -2.6568 0.110 0.065 0.955
H -2.8060 1.9217 -0.2071 -0.100 -0.095 -0.013
H -3.8915 2.8712 -1.1991 -0.165 0.057 0.008
H -3.3891 1.4635 -3.1915 -0.138 0.218 0.112
H -2.0395 0.6770 -2.4050 0.104 0.381 0.302
H -3.6201 0.5044 -1.6993 -0.224 -0.283 -0.424
H -3.0618 4.5667 -0.0249 -0.284 -0.427 0.185
H -1.5619 5.2589 -0.4096 0.311 -0.161 -0.343
H -1.7450 4.3075 1.9826 -0.535 -0.307 0.055
H -0.3000 4.0010 1.2263 0.030 -0.232 -0.615
H -1.5363 2.7024 1.1910 -0.015 0.049 0.511
C 2.0431 -4.0176 2.7698 0.717 -1.170 1.364
C 0.5643 -3.8592 3.1333 1.957 0.572 -2.109
N 0.0332 -2.8669 2.1597 -3.393 -0.407 0.488
C 0.2592 -3.0716 0.6965 0.042 -1.763 0.875
C -0.0376 -4.5037 0.0874 0.259 1.107 0.904
C -1.4698 -3.0040 2.4319 -0.224 0.924 0.801
C -2.4381 -1.9120 1.9704 0.771 0.789 -1.334
H 2.2396 -4.7033 1.9456 -0.119 0.375 -0.232
H 2.5721 -4.4584 3.6147 -0.111 -0.460 0.237
H 2.6305 -3.1026 2.6935 -0.552 0.291 -0.535
H 0.0007 -4.7833 3.0053 0.189 -0.244 0.354
H 0.5024 -3.4689 4.1491 -0.479 -0.020 -0.161
H -0.3696 -2.3632 0.1572 0.322 0.235 0.176
H 1.3165 -2.8312 0.5858 -0.163 -0.072 -0.736
H -1.0620 -4.8747 0.1187 -0.330 0.783 -0.356
H 0.3099 -4.3124 -0.9279 -0.089 -0.929 -0.132
H 0.4522 -5.3228 0.6140 0.809 0.195 -0.288
H -1.5422 -2.9700 3.5189 -0.069 -0.433 0.019
H -1.7372 -3.9937 2.0616 -0.268 -0.023 0.083
H -3.4781 -1.9255 2.2966 0.227 -0.791 0.447
H -2.4853 -1.8643 0.8825 -0.027 -0.120 -0.269
H -2.1007 -0.9137 2.2489 0.227 -0.057 0.250

Entry 2:
112
Properties=species:S:1:pos:R:3:forces:R:3 method="wB97M-V/def2-TZVPD" max_force_ev_per_a=5.62 s2=0.762 charge=+2 spin_multiplicity=2 homo_lumo_gap_ev="6.279 / 2.266" energy_ha=-2815.97701
Cd 0.4651 -2.8121 0.1773 -0.999 -0.399 0.195
N -0.3292 0.4493 -0.2320 -1.591 0.895 0.567
O -0.0957 -0.7210 -0.0984 0.576 -3.743 0.646
O -1.2704 0.9225 0.3938 -1.394 1.065 0.486
O 0.3303 1.0705 -0.9996 1.784 2.664 -2.449
N -2.9314 1.1384 -2.3923 0.347 -0.938 -1.386
C -3.7345 0.1602 -2.9142 -0.488 0.709 1.090
C -3.3286 -0.1903 -4.2260 2.236 1.827 -0.098
C -2.1681 0.5944 -4.4262 -1.407 -1.954 -1.252
C -1.9355 1.3990 -3.3103 -0.752 0.640 1.372
H -3.0498 1.5341 -1.4706 0.320 0.118 0.164
H -4.5439 -0.1545 -2.2722 -0.190 -0.328 -0.323
H -3.7599 -0.7878 -5.0156 -0.265 -0.272 0.540
H -1.6086 0.5169 -5.3468 0.214 0.478 0.167
H -1.2214 2.1884 -3.1280 0.168 -0.141 0.007
N 3.6317 2.2142 -0.2919 0.967 -0.121 0.169
C 2.9113 2.2740 0.8428 -0.517 1.235 1.384
C 3.6061 3.0732 1.7688 -0.400 -1.215 -0.127
C 4.8746 3.3603 1.2212 -0.485 -0.440 -2.054
C 4.8461 2.8284 -0.0804 0.159 0.263 0.259
H 3.3075 1.7442 -1.1250 0.325 0.292 0.032
H 1.9187 1.8486 0.8600 0.025 0.170 0.166
H 3.2843 3.3493 2.7621 -0.159 -0.111 -0.095
H 5.6743 3.9629 1.6260 -0.113 -0.157 0.052
H 5.5589 2.8439 -0.8916 0.070 0.165 0.182
N -1.2559 2.2425 2.9275 -0.567 0.080 -1.735
C -0.0951 1.9228 3.5060 0.343 -0.352 2.310
C -0.3026 2.1494 4.8841 1.128 -0.089 -0.436
C -1.5791 2.6980 5.0634 -0.470 -0.569 -0.522
C -2.1536 2.7068 3.8085 -0.987 0.357 0.794
H -1.4473 2.0444 1.9558 0.091 0.326 0.119
H 0.7066 1.4681 2.9430 0.067 0.257 0.155
H 0.3510 1.9590 5.7225 0.385 0.043 -0.289
H -2.0582 2.9061 6.0087 0.056 0.205 -0.175
H -3.1715 2.9092 3.5095 0.164 0.207 -0.013
N -0.7510 7.3462 -0.3059 1.510 -0.474 -0.259
C -1.2646 6.8138 -1.4123 -1.301 0.115 1.394
C -0.9496 5.5623 -1.8702 0.534 -1.616 0.408
C -0.0334 4.8121 -1.1332 -0.084 0.431 -0.959
C 0.6237 5.3948 -0.0728 0.633 -0.467 0.008
C 0.2915 6.6750 0.2819 -1.504 1.751 -0.810
H -2.1602 7.2864 -1.7875 0.161 0.505 -0.384
H -1.4963 5.0872 -2.6714 0.022 0.273 -0.358
H 0.2981 3.8345 -1.4505 -0.235 -0.299 0.009
H 1.4213 4.8179 0.3714 0.123 0.245 0.408
H 0.8181 7.3309 0.9593 0.161 -0.570 0.562
N 2.4479 -2.1810 0.3922 4.421 0.855 0.871
C 3.0834 -1.1459 -0.2900 0.124 -1.986 1.130
C 4.4748 -1.0545 -0.3280 -0.246 -0.049 -0.749
C 5.3053 -2.0061 0.2812 -0.866 0.756 0.834
C 4.6913 -2.9480 1.0718 -1.265 0.159 0.114
C 3.2813 -2.9926 1.1280 0.668 0.588 -0.869
H 2.4322 -0.4119 -0.7413 -0.053 -0.074 -0.216
H 4.8798 -0.2470 -0.9198 0.194 0.142 0.178
H 6.3731 -1.9336 0.4262 0.162 0.302 -0.828
H 5.3157 -3.5602 1.7057 -0.317 -0.333 0.041
H 2.8673 -3.7077 1.8234 -0.582 -0.080 -0.156
N 3.6291 2.5237 -3.7138 1.121 0.284 0.124
C 4.6971 1.7757 -4.1153 -1.926 0.486 -0.194
C 4.5804 0.3996 -4.3445 -0.072 0.504 0.720
C 3.3656 -0.1889 -3.9959 0.300 0.439 -0.587
C 2.3009 0.6114 -3.6216 -0.654 -0.571 0.357
C 2.4519 1.9812 -3.4577 0.928 -0.809 -0.957
H 5.5286 2.4213 -4.3566 0.479 -0.502 -0.005
H 5.3710 -0.2159 -4.7476 0.224 0.178 0.066
H 3.2454 -1.2546 -4.1235 -0.131 -0.108 0.021
H 1.3420 0.1351 -3.4798 -0.144 0.085 0.257
H 1.6333 2.6489 -3.2329 -0.074 0.065 0.245
N 0.0374 -2.6618 2.3005 -1.001 -0.317 2.231
C -0.4546 -3.7313 3.0088 0.610 0.699 -1.509
C -0.7322 -3.6330 4.3188 -0.678 0.303 1.869
C -0.5570 -2.4292 4.9949 0.310 0.490 0.036
C -0.0890 -1.3074 4.3374 0.287 -1.061 -1.470
C 0.1592 -1.4840 2.9422 1.070 -0.722 1.129
H -0.5609 -4.6660 2.4783 -0.038 -0.033 -0.155
H -1.1037 -4.4178 4.9610 0.038 -0.555 -0.551
H -0.7426 -2.4335 6.0588 -0.008 0.235 0.101
H 0.1883 -0.3937 4.8420 -0.303 0.098 -0.158
H 0.7406 -0.7569 2.3949 -0.446 0.433 -0.156
N -1.6751 -3.3650 -0.1256 -4.110 -0.924 -1.671
C -2.6859 -2.5504 0.3416 1.171 -1.455 0.964
C -4.0294 -2.8647 0.2025 0.668 1.853 0.682
C -4.4344 -3.9081 -0.5440 -1.632 -0.511 -0.303
C -3.5224 -4.7225 -1.1341 2.103 -0.149 -0.072
C -2.1646 -4.4081 -0.9112 0.333 0.318 1.246
H -2.3812 -1.8291 1.0855 0.101 0.515 -0.308
H -4.8114 -2.3051 0.6942 0.304 0.450 0.256
H -5.5064 -4.0392 -0.5553 -0.065 -0.578 -0.397
H -3.7864 -5.6268 -1.6621 0.061 0.063 -0.136
H -1.4176 -5.1296 -1.2074 0.177 0.102 -0.371
N 0.7735 -3.0681 -1.9573 -0.226 -0.482 -5.599
C 1.5831 -3.9792 -2.5837 0.158 0.671 -0.845
C 1.8088 -4.0620 -3.9910 -1.871 1.101 -0.166
C 1.0874 -3.1919 -4.8628 1.311 -1.130 1.745
C 0.2948 -2.2255 -4.2612 0.402 -0.774 -0.737
C 0.1079 -2.2553 -2.9094 0.807 0.058 2.506
H 2.1433 -4.6788 -1.9812 -0.044 0.055 0.400
H 2.4303 -4.8137 -4.4548 0.179 -0.143 0.459
H 1.1781 -3.2621 -5.9367 0.163 0.017 -0.024
H -0.1082 -1.4760 -4.9263 -0.542 0.128 0.415
H -0.5321 -1.4940 -2.4885 -0.079 -0.025 0.395
N -6.0676 -0.5042 2.7329 -0.569 -0.370 0.094
C -5.0432 0.1368 2.2141 2.156 -0.235 -0.419
C -3.7149 0.0806 2.7002 -0.930 -1.010 0.711
C -3.5248 -0.5509 3.9379 -0.952 -0.283 -0.099
C -4.6227 -1.1938 4.5246 -1.017 0.156 -0.751
C -5.8661 -1.2165 3.8388 1.386 0.801 0.545
H -5.1818 0.6394 1.2682 -0.409 0.264 -0.143
H -2.8447 0.3594 2.1244 -0.235 0.567 -0.049
H -2.5654 -0.5703 4.4336 0.044 0.116 -0.094
H -4.6164 -1.6740 5.4920 0.436 -0.075 0.046
H -6.7105 -1.7601 4.2360 -0.070 -0.055 0.036

Entry 3:
10
Properties=species:S:1:pos:R:3:forces:R:3 method="wB97M-V/def2-TZVPD" max_force_ev_per_a=2.85 de_lowest_kj_mol=127.8 homo_lumo_gap_ev=9.556 energy_ha=-475.80843
C 0.5737 0.9236 0.0930 -0.343 1.802 0.801
C -1.1827 -0.7097 0.1736 -0.362 1.440 0.519
N 0.1149 -0.3470 -0.3461 0.915 -0.218 0.130
P 1.8229 -0.3803 0.1144 0.482 -0.384 -2.056
H 0.4566 1.6806 -0.6992 0.530 0.006 0.578
H 0.2816 1.3168 1.1636 0.406 -0.858 -1.965
H -1.6681 -1.5349 -0.2771 -0.167 -0.785 -1.153
H -1.2880 -0.9514 1.2423 0.487 0.556 0.147
H -1.7071 0.2589 -0.0817 -0.363 -1.408 0.632
H 2.5961 -0.2567 -1.3827 -1.586 -0.152 2.366